# C30H59F3NO17S5

A cluster of 5 separate species, C30H59F3NO17S5 in total (the ωB97M-V functional and the def2-TZVPD basis, the Open Molecules 2025 dataset).

Cartesian coordinates (Å):
O  -7.1184  -0.2485  2.5770
S  -6.9004  -0.4723  1.1909
O  -6.6128  0.7417  0.5020
O  -8.2304  -1.1178  0.5935
C  -5.5074  -1.5732  0.9135
C  -4.6031  -1.6427  2.1552
C  -4.8794  -2.8696  3.0621
C  -3.7020  -3.8547  3.1848
C  -2.4549  -3.2692  3.8526
C  -2.6095  -2.1543  4.9188
O  -3.5080  -2.3433  5.9553
C  -1.1159  -2.0415  5.3681
N  -0.4536  -2.0089  4.0044
C  1.0161  -2.2148  4.0146
O  1.5732  -1.0629  3.4090
C  2.9243  -1.1305  3.2146
F  3.6119  -1.0451  4.3514
F  3.2489  -0.0686  2.4814
F  3.3000  -2.2195  2.5410
C  -1.3574  -2.6441  2.9562
C  -0.8061  -3.7186  2.0258
C  0.2094  -3.2339  0.9656
C  -0.3142  -2.1195  0.1000
C  -0.9624  -2.4154  -1.0648
C  -1.4233  -1.4502  -1.8842
C  -1.2664  -0.1335  -1.5929
C  -0.6299  0.1905  -0.4259
C  -0.1626  -0.7950  0.3926
H  -7.9852  -1.6329  -0.1929
H  -5.7841  -2.5604  0.5373
H  -4.9175  -1.1172  0.1172
H  -4.7746  -0.7474  2.7558
H  -3.5836  -1.6352  1.7691
H  -5.6906  -3.4285  2.5866
H  -5.2717  -2.5945  4.0392
H  -3.5199  -4.3119  2.2114
H  -4.0523  -4.6617  3.8317
H  -2.0113  -4.0875  4.4382
H  -2.8442  -1.2487  4.3364
H  -4.1422  -1.6188  5.9634
H  -0.9437  -1.0968  5.8751
H  -0.7527  -2.9508  5.8404
H  -0.5124  -1.0093  3.7822
H  1.3450  -3.1646  3.5983
H  1.3286  -2.2110  5.0638
H  -1.7028  -1.8161  2.3374
H  -1.5797  -4.2744  1.5039
H  -0.2836  -4.4527  2.6568
H  1.1722  -2.9675  1.4047
H  0.3922  -4.0828  0.3026
H  -1.1083  -3.4478  -1.3663
H  -1.9105  -1.6887  -2.8221
H  -1.5950  0.6707  -2.2365
H  -0.4506  1.2192  -0.1419
H  0.3658  -0.4945  1.2944
O  -4.4176  4.3539  -0.5370
S  -5.3106  4.1864  -1.6432
O  -4.8456  4.3507  -2.9871
O  -6.5839  5.1101  -1.4196
C  -6.3754  6.5233  -1.2163
C  -5.9779  7.2427  -2.4903
C  -6.1272  2.6351  -1.5095
H  -5.6390  6.6798  -0.4262
H  -7.3242  6.9169  -0.8570
H  -5.0042  6.9099  -2.8467
H  -5.9219  8.3176  -2.3170
H  -6.6988  7.0452  -3.2838
H  -6.5067  2.5233  -0.5066
H  -5.3923  1.8630  -1.7239
H  -6.9312  2.5980  -2.2410
O  -1.0040  2.2329  -4.5842
S  -1.8977  1.4737  -5.4052
O  -1.9895  0.0494  -5.2672
O  -1.6345  1.8337  -6.9285
C  -0.2987  1.6652  -7.4496
C  0.0700  0.2080  -7.6469
C  -3.5131  2.1501  -5.2883
H  0.4188  2.1717  -6.8018
H  -0.2856  2.1774  -8.4096
H  0.1198  -0.3212  -6.6963
H  1.0450  0.1256  -8.1276
H  -0.6757  -0.2971  -8.2610
H  -3.4579  3.2275  -5.4206
H  -3.8945  1.9117  -4.2964
H  -4.1405  1.6922  -6.0487
O  5.6354  -2.2626  -2.3706
S  5.1241  -1.1668  -1.6094
O  3.8545  -0.5852  -1.9158
O  6.2222  -0.0257  -1.5356
C  6.7470  0.5093  -2.7703
C  5.7536  1.4048  -3.4840
C  5.1466  -1.5791  0.1008
H  7.0819  -0.3051  -3.4147
H  7.6273  1.0864  -2.4944
H  4.8831  0.8435  -3.8217
H  6.2169  1.8625  -4.3581
H  5.3951  2.1891  -2.8170
H  6.1194  -1.9931  0.3553
H  4.3685  -2.3199  0.2674
H  4.9378  -0.6847  0.6770
O  10.2105  2.5887  2.3343
S  9.9588  1.3168  1.7349
O  9.4165  1.2215  0.4157
O  9.0555  0.4535  2.7290
C  7.8033  1.0169  3.1575
C  6.7635  1.0107  2.0537
C  11.4083  0.3238  1.8228
H  7.9599  2.0240  3.5479
H  7.4620  0.3992  3.9871
H  7.0550  1.6646  1.2334
H  5.7994  1.3578  2.4302
H  6.6503  0.0109  1.6426
H  11.8070  0.3650  2.8328
H  12.1237  0.7387  1.1162
H  11.1544  -0.6949  1.5416

Output
Total charge: +1

Mulliken population analysis, charges in e, atoms 1 to 99: O -0.643; S 1.101; O -0.500; O -0.443; C -1.250; C 0.133; C -0.926; C -1.052; C 0.083; C -0.282; O -0.590; C -0.765; N 0.389; C -0.864; O -0.370; C 0.972; F -0.276; F -0.290; F -0.261; C 0.522; C -1.834; C -0.714; C 0.801; C -0.514; C -0.859; C -0.446; C -1.642; C 0.593; H 0.373; H 0.708; H 0.442; H 0.393; H -0.453; H 0.667; H 0.383; H 0.182; H 0.439; H 0.520; H 0.459; H 0.439; H 0.345; H 0.487; H 0.556; H 0.442; H 0.562; H 0.184; H 0.392; H 0.387; H -0.169; H 0.764; H 0.478; H 0.526; H 0.459; H 0.513; H 0.357; O -0.674; S 1.260; O -0.564; O -0.280; C -0.365; C -0.975; C -0.979; H 0.320; H 0.271; H 0.289; H 0.392; H 0.262; H 0.498; H 0.213; H 0.413; O -0.667; S 1.266; O -0.611; O -0.265; C -0.332; C -0.974; C -0.800; H 0.319; H 0.280; H 0.284; H 0.391; H 0.261; H 0.351; H 0.116; H 0.403; O -0.668; S 1.142; O -0.594; O -0.105; C -0.444; C -1.009; C -0.721; H 0.358; H 0.275; H 0.292; H 0.397; H 0.265; H 0.451; H 0.414

***

# C40H40N8

A cluster of 8 separate species, C40H40N8 in total (the ωB97M-V functional and the def2-TZVPD basis, the Open Molecules 2025 dataset).

Cartesian coordinates (Å):
C  4.4634  -3.7492  -2.7275
C  4.1715  -5.1227  -2.5386
C  3.0498  -5.4570  -1.8464
N  2.0810  -4.6013  -1.4264
C  2.3148  -3.2915  -1.6979
C  3.5214  -2.8587  -2.3042
H  5.3279  -3.3572  -3.2426
H  4.8497  -5.9080  -2.8381
H  2.8170  -6.4857  -1.6137
H  1.6263  -2.5098  -1.4127
H  3.7852  -1.8238  -2.4647
C  0.0848  3.0743  -4.2627
C  -0.4429  2.0107  -4.9450
C  -1.5451  2.2115  -5.7744
N  -2.2188  3.4389  -5.7964
C  -1.6997  4.4289  -5.0474
C  -0.5571  4.2995  -4.2725
H  0.9257  2.8870  -3.6113
H  0.0278  1.0388  -4.9568
H  -2.0037  1.3862  -6.2987
H  -2.1852  5.3771  -5.2252
H  -0.1791  5.1411  -3.7110
C  -0.2272  2.3610  0.6224
C  -0.1365  1.7041  -0.6187
C  0.2550  0.3615  -0.6616
N  0.6566  -0.3398  0.4788
C  0.5357  0.3179  1.6507
C  0.0766  1.6256  1.7708
H  -0.6506  3.3499  0.7188
H  -0.3198  2.2540  -1.5300
H  0.5344  0.0095  -1.6437
H  0.7476  -0.2853  2.5212
H  -0.0905  1.8892  2.8048
C  -0.7886  -4.0070  -5.0691
C  -1.5729  -3.1504  -4.2964
C  -1.0099  -1.9961  -3.7870
N  0.2647  -1.6174  -4.0678
C  1.0613  -2.5023  -4.7296
C  0.5427  -3.7026  -5.2590
H  -1.2945  -4.8554  -5.5057
H  -2.6124  -3.3984  -4.1404
H  -1.6315  -1.2422  -3.3269
H  2.1047  -2.2234  -4.7294
H  1.2225  -4.3008  -5.8476
C  -2.2955  5.7133  2.1105
C  -0.9586  6.0786  2.0855
C  -0.1185  5.5145  2.9851
N  -0.4732  4.5681  3.8506
C  -1.7479  4.1808  3.8415
C  -2.7267  4.7332  3.0204
H  -2.9327  6.1122  1.3351
H  -0.5443  6.8144  1.4122
H  0.9216  5.8031  3.0214
H  -2.0238  3.4242  4.5611
H  -3.7702  4.4654  3.0971
C  4.3240  -0.6951  2.2441
C  3.9956  -1.7678  1.4361
C  5.0301  -2.5399  0.8876
N  6.3099  -2.2850  1.1283
C  6.6352  -1.2627  1.9431
C  5.6789  -0.4164  2.5361
H  3.5078  -0.2250  2.7725
H  2.9715  -1.9280  1.1326
H  4.9033  -3.3633  0.2003
H  7.6957  -1.0785  2.0313
H  6.0183  0.4024  3.1532
C  -3.8461  1.2083  5.5445
C  -3.3952  0.4543  4.4225
C  -2.0574  0.1255  4.3660
N  -1.1084  0.4303  5.2939
C  -1.5508  1.1651  6.3405
C  -2.9252  1.4985  6.5490
H  -4.8680  1.5531  5.6018
H  -4.0596  0.3689  3.5753
H  -1.6961  -0.5159  3.5758
H  -0.8813  1.4842  7.1256
H  -3.2469  2.1744  7.3274
C  -3.9661  -1.4514  0.3894
C  -4.5938  -1.9301  1.4986
C  -3.7876  -2.6653  2.3793
N  -2.4613  -2.8989  2.1325
C  -1.8813  -2.4151  0.9707
C  -2.6653  -1.7656  0.0197
H  -4.5481  -0.8204  -0.2660
H  -5.5779  -1.5652  1.7532
H  -4.2094  -2.9264  3.3386
H  -0.8489  -2.6756  0.7901
H  -2.1081  -1.4621  -0.8542

Output
Relative energy (zero: lowest compared OMol25 entry of this formula, charge and spin) (kcal per mole): 39.59
Total charge: 0

Okay, here come the Mulliken numbers, in e, for every atom: C -0.236; C -0.461; C -0.463; N -0.555; C -0.293; C -0.532; H 0.416; H 0.430; H 0.443; H 0.810; H 0.390; C -0.428; C -0.052; C -0.411; N -0.562; C -0.209; C -0.385; H 0.508; H 0.380; H 0.400; H 0.382; H 0.371; C -0.039; C -0.891; C -0.259; N 0.256; C -0.954; C -0.539; H 0.358; H 0.575; H 0.360; H 0.741; H 0.411; C -0.191; C -0.751; C -0.183; N -0.190; C -0.418; C -0.659; H 0.391; H 0.428; H 0.602; H 0.561; H 0.436; C -0.415; C -0.361; C -0.263; N -0.531; C 0.099; C -0.440; H 0.384; H 0.397; H 0.366; H 0.377; H 0.414; C -0.155; C -0.075; C -0.426; N -0.586; C -0.246; C -0.562; H 0.398; H 0.412; H 0.500; H 0.379; H 0.386; C -0.459; C -0.422; C -0.100; N -0.461; C -0.292; C -0.393; H 0.373; H 0.425; H 0.546; H 0.335; H 0.392; C -0.357; C -0.498; C -0.269; N -0.561; C -0.490; C 0.029; H 0.361; H 0.430; H 0.400; H 0.694; H 0.275

***

| no. | frontier orbital gap (eV) | E_HOMO (eV) | energy (a.u.) |
| --- | --- | --- | --- |
| 1 | 9.07 | -11.75 | -4802.55716 |
| 2 | 9.71 | -9.25 | -1986.17243 |